Entry from the Open Molecules 2025 dataset: a structure of composition C29H43N12OPPd at a distorted geometry (ωB97M-V/def2-TZVPD).

Results
Kohn-Sham gap (spin up / spin down) = 4.997 / 5.055 eV
Total charge = +2

Each line ends with the Mulliken charge.
Atoms and positions in Å:
Pd: -0.37870 0.24012 -0.33788  -1.314
C: -2.32265 1.52861 1.74830  -1.357
N: -2.22703 0.18089 2.30254  0.614
C: -3.51148 -0.44603 2.58971  -1.396
C: -1.03697 -0.42326 2.53314  -0.490
N: 0.03424 -0.09589 1.81380  2.111
C: 1.29818 -0.13379 2.45411  -0.601
C: 1.38682 0.23451 3.77543  0.014
C: 2.54044 -0.01315 4.54426  -1.034
C: 3.58873 -0.67777 3.98643  -0.885
C: 3.58514 -0.96624 2.59998  0.848
C: 4.70839 -1.59419 2.00894  -0.988
C: 4.77699 -1.75518 0.65756  -0.990
C: 3.76086 -1.21785 -0.15380  -0.290
C: 2.65954 -0.58906 0.37717  -1.866
N: 1.82021 0.10258 -0.53065  2.551
C: 2.36891 0.99970 -1.35107  0.072
N: 1.94714 1.13433 -2.63483  0.197
C: 1.88699 2.44430 -3.28635  -1.402
C: 1.21675 0.07431 -3.30295  -0.991
N: 3.36118 1.81475 -0.95538  0.451
C: 3.51765 2.19850 0.44339  -0.972
C: 4.43309 2.24936 -1.84745  -1.179
C: 2.47544 -0.58285 1.79070  -0.401
N: -1.02894 -1.42554 3.45119  0.532
C: -0.04836 -2.50516 3.38926  -1.122
C: -1.67250 -1.27106 4.75644  -1.246
H: -2.96898 2.13594 2.38357  0.514
H: -2.76345 1.50917 0.75045  0.217
H: -1.34458 1.99231 1.71493  0.358
H: -4.18289 -0.26968 1.74642  0.500
H: -3.98430 -0.02250 3.47712  0.319
H: -3.38981 -1.51725 2.73343  0.440
H: 0.52449 0.70666 4.23742  0.629
H: 2.56760 0.28347 5.58569  0.443
H: 4.45794 -0.94924 4.57436  0.447
H: 5.51120 -1.93859 2.65091  0.457
H: 5.62811 -2.25157 0.20864  0.439
H: 3.85758 -1.25635 -1.23479  0.544
H: 2.61505 2.52965 -4.09493  0.373
H: 2.06184 3.23345 -2.55958  0.373
H: 0.89407 2.58780 -3.71522  0.591
H: 1.49964 -0.88210 -2.87044  0.215
H: 1.48042 0.07852 -4.36108  0.463
H: 0.13580 0.20360 -3.21768  0.069
H: 2.56638 2.11297 0.96258  0.106
H: 3.83640 3.24071 0.47773  0.497
H: 4.26454 1.58614 0.95415  0.295
H: 4.35006 1.75891 -2.81301  0.340
H: 5.39046 1.97025 -1.40470  0.389
H: 4.42388 3.33141 -1.98763  0.377
H: 0.33710 -2.60924 2.37872  0.289
H: -0.54319 -3.43292 3.68286  0.449
H: 0.79302 -2.33391 4.06299  0.333
H: -2.16336 -0.30445 4.83096  0.422
H: -0.90784 -1.32458 5.53537  0.393
H: -2.40256 -2.06142 4.94124  0.358
C: -3.56283 -3.68026 -2.56257  -0.756
N: -2.04703 -3.69295 -2.83964  0.176
C: -1.38167 -4.65440 -1.84158  -0.761
N: -1.70470 -4.29085 -0.50410  0.138
C: -3.15539 -4.28865 -0.30339  -0.929
N: -3.81188 -3.34268 -1.20409  0.192
C: -3.53190 -1.94277 -0.88286  -1.379
P: -1.71737 -1.56488 -1.03574  2.764
C: -1.47494 -2.30817 -2.72803  -1.522
C: -1.08941 -3.03107 -0.07688  -1.658
H: -3.93261 -4.67912 -2.78459  0.381
H: -4.00967 -2.95772 -3.24219  0.418
H: -1.88878 -4.03722 -3.78781  0.364
H: -0.30829 -4.61391 -2.01304  0.386
H: -1.74736 -5.65303 -2.07016  0.379
H: -3.37490 -4.02574 0.72899  0.365
H: -3.54487 -5.28860 -0.49465  0.283
H: -3.86113 -1.73554 0.13475  0.425
H: -4.08993 -1.28875 -1.55362  0.414
H: -0.40981 -2.34897 -2.95104  0.600
H: -1.96088 -1.66605 -3.46131  0.583
H: -1.30474 -2.87195 0.98145  0.462
H: -0.00389 -3.08779 -0.18060  0.692
O: 0.03708 2.74725 -0.68030  -0.626
N: -0.71083 2.03617 -1.32293  1.001
C: -1.45538 2.44416 -2.33383  0.132
C: -1.39470 3.79245 -2.79356  -0.230
N: -1.29208 4.88022 -3.15402  -0.412
C: -2.27852 1.44593 -2.95347  0.126
N: -2.88265 0.56715 -3.38020  -0.516

=====

Entry from the Open Molecules 2025 dataset: a cluster of 2 separate species, C29H43N2S in total at a distorted geometry (ωB97M-V/def2-TZVPD).

Results
Kohn-Sham gap = 5.441 eV
Total charge = +1

Each line ends with the Mulliken charge.
Atoms and positions in Å:
C: -2.12859 3.76565 3.37810  -1.307
C: -0.87902 2.90568 3.27547  -0.288
C: -0.96778 1.62835 4.11130  -0.522
C: 0.27817 0.75648 4.01134  -0.788
S: 0.47345 0.00331 2.40534  -0.125
C: 2.06702 -0.76969 2.66716  -0.777
C: 3.22156 -0.01389 2.02492  -0.514
C: 4.57060 -0.68760 2.27563  -0.309
C: 5.71597 0.00419 1.56009  -1.325
H: -2.04782 4.68195 2.79144  0.378
H: -3.01031 3.22799 3.02511  0.291
H: -2.32551 4.05701 4.41167  0.326
H: -0.68880 2.64246 2.22732  0.340
H: 0.00134 3.48365 3.58545  0.286
H: -1.16337 1.89443 5.15794  0.432
H: -1.84123 1.04557 3.79157  0.049
H: 1.17412 1.34513 4.22678  0.438
H: 0.24664 -0.05074 4.75073  0.409
H: 2.23886 -0.88432 3.74131  0.339
H: 2.01350 -1.78518 2.26229  0.440
H: 3.04688 0.07399 0.94470  0.353
H: 3.24589 1.01997 2.39253  0.303
H: 4.76400 -0.72342 3.35604  0.331
H: 4.51416 -1.73915 1.96554  0.258
H: 6.67581 -0.47681 1.75791  0.371
H: 5.56517 0.00074 0.47938  0.328
H: 5.80292 1.04735 1.86719  0.323
C: -8.05875 -1.47526 -0.62899  -0.546
C: -7.17172 -0.46714 -1.40514  -0.493
C: -5.77443 -0.53265 -0.76503  -0.599
N: -5.77020 -1.68770 0.16821  0.160
C: -4.67430 -1.96094 1.04050  -0.058
C: -4.62688 -1.45951 2.35403  -0.293
C: -3.58645 -1.77346 3.18414  -1.062
C: -2.54895 -2.64164 2.76551  0.749
C: -1.51510 -3.01277 3.66417  -0.264
C: -0.63457 -4.11949 3.54909  0.517
C: -0.88502 -5.22527 2.70120  -0.980
C: 0.00099 -6.26313 2.60487  -0.249
C: 1.19225 -6.27590 3.35401  0.041
N: 2.17518 -7.30189 3.19129  0.008
C: 1.82692 -8.74352 3.31351  -0.513
C: 2.84719 -9.55958 2.50013  -0.523
C: 3.78133 -8.54171 1.80906  -0.493
C: 3.25599 -7.14486 2.17518  -0.527
C: 1.42643 -5.20239 4.23170  -0.661
C: 0.53585 -4.16916 4.34035  -0.760
C: -2.57129 -3.07639 1.42000  -0.957
C: -3.60005 -2.74380 0.58631  -0.455
C: -7.17114 -2.07991 0.47293  -0.600
H: -8.94258 -0.98448 -0.20303  0.291
H: -8.43807 -2.25587 -1.30163  0.261
H: -7.12694 -0.72428 -2.47157  0.270
H: -7.58243 0.54888 -1.35217  0.293
H: -4.97743 -0.67282 -1.50284  0.300
H: -5.54776 0.36938 -0.18775  0.302
H: -5.41562 -0.80650 2.68506  0.476
H: -3.55999 -1.37556 4.18372  0.453
H: -1.38096 -2.38288 4.52747  0.378
H: -1.81293 -5.27883 2.16032  0.826
H: -0.18895 -7.07884 1.92958  0.482
H: 1.84330 -9.00962 4.37496  0.297
H: 0.80760 -8.89229 2.95119  0.294
H: 3.41660 -10.24459 3.14091  0.264
H: 2.34009 -10.19343 1.76260  0.281
H: 4.81952 -8.67498 2.13525  0.279
H: 3.78900 -8.68608 0.72190  0.275
H: 2.82638 -6.63344 1.30830  0.329
H: 4.03713 -6.50049 2.58867  0.274
H: 2.32399 -5.21169 4.82238  0.516
H: 0.73055 -3.36104 5.02462  0.403
H: -1.73522 -3.62816 1.02837  0.819
H: -3.61286 -3.08002 -0.43449  0.507
H: -7.43428 -1.70214 1.46612  0.345
H: -7.23142 -3.17340 0.49977  0.301